104
Properties=species:S:1:pos:R:3 method="wB97M-V/def2-TZVPD" homo_lumo_gap_ha=0.206 charge=+1 multiplicity=1 lumo_ev=-3.77
C 2.92737 5.11029 -3.34818
C 2.62223 5.62620 -2.08593
C 2.21792 4.78416 -1.04847
C 2.11106 3.39813 -1.27333
P 1.46704 2.26180 0.00248
C -0.32065 2.15276 -0.28161
C -1.04431 1.30703 0.57280
C -2.42364 1.17176 0.42890
C -3.09406 1.90010 -0.55791
C -2.37861 2.73922 -1.41796
C -0.99347 2.86292 -1.29110
C 2.15642 0.65072 -0.50550
C 3.41096 0.31268 0.02016
C 3.96130 -0.94132 -0.24895
C 3.27335 -1.84712 -1.06311
C 2.04235 -1.49417 -1.62111
C 1.47897 -0.24380 -1.34782
C 1.72739 2.32163 1.75254
C 0.74811 2.64658 2.68787
N -0.00535 2.84437 3.57919
C 2.45280 2.88765 -2.53881
C 2.84175 3.73625 -3.57328
H 3.23041 5.77433 -4.15702
H 2.69683 6.69824 -1.91119
H 1.98539 5.17759 -0.05896
H -0.52711 0.76578 1.36533
H -2.96708 0.50715 1.10050
H -4.17647 1.80729 -0.65388
H -2.90341 3.30487 -2.18838
H -0.44124 3.51743 -1.96563
H 3.93945 1.01796 0.66204
H 4.92365 -1.20857 0.18679
H 3.70238 -2.83069 -1.25879
H 1.50964 -2.19631 -2.26169
H 0.51096 0.02127 -1.77381
H 2.72844 2.04303 2.13754
H 2.42469 1.81379 -2.71578
H 3.07798 3.31733 -4.54938
C -5.24075 4.37348 9.56680
Si -3.51658 4.40303 10.27629
C -2.73649 6.09479 10.29363
C -3.43790 3.64612 11.97957
O -2.57609 3.55495 9.18934
C -1.95385 2.28468 9.18118
C -0.66836 2.34474 10.03333
C -0.03448 3.57713 10.20052
C 1.00472 3.71368 11.12341
C 1.52665 2.57430 11.74102
C 1.02516 1.31171 11.41977
C -0.10130 1.20006 10.59735
C -3.01673 1.23716 9.56025
C -3.01462 0.52172 10.76169
C -4.02093 -0.42536 11.00940
C -5.11057 -0.53668 10.14753
C -5.18874 0.29024 9.02046
C -4.14278 1.17279 8.73527
C -1.51394 2.06136 7.69286
C -0.49986 3.08203 7.14256
C 0.87919 2.42096 7.18531
C 0.62257 0.91739 7.24231
N -0.80315 0.78182 7.51614
C -1.38246 -0.40673 7.46020
C -0.65690 -1.61397 7.46844
C 0.39160 -2.03935 6.67942
C 1.06861 -3.27841 7.01388
C 1.85365 -4.00146 6.07348
C 2.39539 -5.24818 6.38791
C 2.19613 -5.81422 7.66122
C 1.44086 -5.11067 8.61364
C 0.92512 -3.85418 8.30672
H -5.95402 4.82907 10.26859
H -5.27071 4.94214 8.62681
H -5.57888 3.35094 9.35114
H -3.28226 6.76048 10.97505
H -1.69241 6.04242 10.62866
H -2.74865 6.53761 9.28965
H -3.75646 4.40770 12.70709
H -4.10137 2.77864 12.08065
H -2.41868 3.33283 12.24019
H -0.37668 4.44960 9.63978
H 1.39284 4.71291 11.34221
H 2.33583 2.67379 12.46667
H 1.48433 0.39936 11.81208
H -0.55698 0.22428 10.42175
H -2.25415 0.70678 11.51866
H -3.95377 -1.05790 11.90024
H -5.90475 -1.26469 10.33819
H -6.06003 0.27171 8.36064
H -4.21980 1.84398 7.87581
H -2.41384 2.07091 7.05452
H -0.76153 3.22757 6.08512
H -0.55347 4.05078 7.64142
H 1.46227 2.67053 6.29720
H 1.44676 2.72418 8.06787
H 0.86874 0.44261 6.28537
H 1.23030 0.42384 8.01615
H -2.47185 -0.45839 7.51570
H -1.06962 -2.30549 8.20808
H 0.67375 -1.53868 5.75001
H 2.01680 -3.56622 5.08628
H 2.97675 -5.80578 5.64425
H 2.61798 -6.79169 7.90960
H 1.25362 -5.54230 9.60076
H 0.39504 -3.29637 9.07891